Density functional theory data (the ωB97M-V functional and the def2-TZVPD basis) for C11H8N2 as an isolated structure in a non-equilibrium geometry.

XYZ file:
```
21
C11H8N2 (the ωB97M-V functional and the def2-TZVPD basis)
C -2.91 -1.59 3.58
C -2.92 -1.01 2.28
C -0.95 -1.53 3.09
C -0.56 -0.22 1.15
C 0.05 0.25 0.27
C 0.63 0.62 -1.00
C 1.72 1.70 -1.03
C 2.64 1.67 -2.09
C 2.44 1.03 -3.19
C 1.27 0.34 -3.42
C 0.50 0.07 -2.22
H -3.93 -1.41 4.09
H -3.90 -0.64 1.92
H 0.12 -1.90 3.22
H 1.77 2.49 -0.10
H 3.39 2.49 -2.26
H 2.91 1.63 -4.05
H 1.18 -0.48 -4.24
H -0.28 -0.65 -2.00
N -1.44 -0.87 2.04
N -1.74 -1.97 3.95
```

HOMO-LUMO gap: 0.335 Eh
Charge: 0
Energy relative to the best compared isomer or geometry (same formula, charge and spin): 660.2 kJ/mol
LUMO: 0.16 eV

Let us look at the Mulliken charges, expressed in e, one per atom:
1 C -0.173
2 C -0.333
3 C 0.039
4 C 0.216
5 C -0.474
6 C 0.500
7 C -0.344
8 C -0.250
9 C -0.021
10 C -0.677
11 C -0.135
12 H 0.253
13 H 0.325
14 H 0.320
15 H 0.201
16 H 0.259
17 H 0.202
18 H 0.250
19 H 0.351
20 N 0.080
21 N -0.590